[1]
The following is a DFT calculation (wB97M-V/def2-TZVPD) of a molecular structure, C9H16ClLuNOPd.

ORCA input file:
```
! wB97M-V def2-TZVPD RIJCOSX def2/J DEFGRID3
* xyz -2 4
Lu 0.864 0.491 -4.710
Cl 0.879 2.137 -2.947
C -1.039 0.186 -5.929
C 2.792 -0.635 -5.180
H -0.788 -0.597 -6.682
H -1.722 -0.120 -5.099
H -1.192 1.221 -6.322
H 2.543 -1.313 -6.029
H 2.946 -1.121 -4.185
H 3.473 0.220 -5.408
Pd -0.158 0.020 -0.347
C -1.550 1.307 -0.818
C -0.442 -1.743 0.334
H -2.009 0.793 -1.670
H -2.242 1.369 0.031
H -1.114 2.266 -1.102
H 0.292 -2.457 0.778
H -1.521 -2.068 0.387
O -0.008 -0.030 1.946
N 0.021 0.107 3.266
C -1.150 0.223 3.941
C -1.102 0.560 5.289
C 0.019 0.157 5.985
C 1.141 -0.315 5.277
C 1.156 -0.319 3.918
H -2.068 -0.026 3.385
H -2.007 0.900 5.772
H 0.011 0.144 7.062
H 2.026 -0.671 5.772
H 1.949 -0.685 3.285
*
```

Summary:
Energy, eV: -62742.5963
Expectation value of S²: 3.82
F_max, eV/Å: 2.7

---

[2]
The following is a DFT calculation (wB97M-V/def2-TZVPD) of 2 unconnected molecules or ions with the total composition C9H16F3N5O3PS.

ORCA input file:
```
! wB97M-V def2-TZVPD RIJCOSX def2/J DEFGRID3
* xyz 1 1
N -3.415 0.865 -2.199
C -2.577 0.271 -1.479
C -1.137 0.741 -1.546
C -0.389 0.432 -0.282
C -0.568 1.314 0.814
P -1.683 2.797 0.893
N -2.734 2.528 2.017
N 0.067 1.039 1.935
N 0.828 0.008 2.215
C 1.042 -0.869 1.246
C 1.919 -2.007 1.647
C 3.396 -1.707 1.351
N 4.125 -2.964 1.361
C 0.457 -0.653 -0.035
S 0.838 -1.798 -1.395
O 0.869 -1.083 -2.628
O 1.971 -2.602 -1.078
C -0.632 -2.978 -1.403
F -0.188 -4.166 -1.113
F -1.499 -2.597 -0.475
F -1.181 -2.967 -2.579
H -4.346 0.472 -2.081
H -2.850 -0.532 -0.799
H -0.642 0.399 -2.442
H -1.207 1.819 -1.636
H -2.235 3.030 -0.366
H -0.830 3.870 1.184
H -3.677 2.560 1.650
H -0.066 1.669 2.724
H 1.621 -2.923 1.158
H 1.756 -2.151 2.711
H 3.491 -1.201 0.390
H 3.783 -1.077 2.145
H 5.096 -2.821 1.590
H 4.041 -3.440 0.475
O -1.140 5.393 -0.972
H -0.399 5.744 -1.477
H -1.908 5.589 -1.520
*
```

Summary:
Energy, eV: -51451.5511
F_max, eV/Å: 2.0

---

[3]
The following is a DFT calculation (wB97M-V/def2-TZVPD) of a gas-phase ion, C9H16IN2OS (charge +1).

ORCA input file:
```
! wB97M-V def2-TZVPD RIJCOSX def2/J DEFGRID3
* xyz 1 3
C -1.525 -0.411 -0.780
C -1.199 -1.579 -1.327
C -0.681 0.749 -0.523
C 0.412 0.369 0.677
C 1.314 -0.758 0.327
C -2.151 -2.696 -1.556
C 1.419 3.158 -1.007
C -0.154 -2.422 2.138
C -0.042 3.088 -0.578
N -0.662 1.863 -1.012
N 2.508 -0.498 -0.260
O 0.087 -1.626 -1.836
S 1.111 -2.424 0.857
I -3.284 -0.280 0.531
H 1.045 1.166 0.776
H -0.253 0.212 1.467
H -2.908 -2.359 -2.249
H -2.460 -3.084 -0.625
H -1.697 -3.420 -2.114
H 1.675 4.097 -1.573
H 2.113 3.313 -0.199
H 1.785 2.211 -1.453
H 0.349 -2.342 3.123
H -0.373 -3.457 2.076
H -0.956 -1.665 1.858
H -0.635 3.881 -1.017
H -0.141 3.163 0.600
H 3.151 -1.326 -0.341
H 2.706 0.411 -0.714
H 0.078 -2.300 -2.472
*
```

Summary:
Energy, eV: -33543.2642
Expectation value of S²: 2.01
F_max, eV/Å: 3.8

---

[4]
The following is a DFT calculation (wB97M-V/def2-TZVPD) of a gas-phase ion, C9H16N (charge +1).

ORCA input file:
```
! wB97M-V def2-TZVPD RIJCOSX def2/J DEFGRID3
* xyz 1 1
C -1.795 -1.148 -0.638
C -0.350 -1.029 -0.859
C 3.274 -1.547 -0.300
C 2.738 -0.432 0.237
C -2.263 0.041 -0.327
C 0.219 -0.172 -0.034
C -3.730 0.237 0.083
C -0.203 0.215 1.358
C 1.566 1.912 -0.160
N 1.664 0.388 -0.396
H -2.418 -1.978 -0.552
H -0.002 -1.479 -1.748
H 3.842 -2.368 0.160
H 2.995 -1.775 -1.321
H 3.065 -0.099 1.222
H -1.806 0.947 -0.723
H -3.767 -0.090 1.141
H -4.445 -0.356 -0.521
H -3.999 1.267 0.034
H -0.631 1.232 1.325
H 0.660 -0.062 2.042
H -0.978 -0.588 1.682
H 0.524 2.122 -0.371
H 1.832 2.084 0.878
H 2.272 2.357 -0.810
H 1.735 0.322 -1.403
*
```

Summary:
Energy, eV: -11072.2786
Structure (SMILES): C=C[N@H+](C)/C(C)=C/C=C/C
F_max, eV/Å: 4.7

---

[5]
The following is a DFT calculation (wB97M-V/def2-TZVPD) of 2 unconnected molecules or ions with the total composition C9H16N.

ORCA input file:
```
! wB97M-V def2-TZVPD RIJCOSX def2/J DEFGRID3
* xyz 1 1
C -0.516 0.689 3.036
C 1.991 0.190 0.224
C 1.467 1.002 -0.750
C 1.475 0.191 1.525
C 0.269 0.814 1.779
C 0.288 1.742 -0.475
C -0.218 1.713 0.806
H 2.864 -0.382 0.040
H 1.859 1.196 -1.741
H 1.900 -0.496 2.245
H -0.004 2.494 -1.200
H -0.793 1.663 3.427
H -0.017 0.157 3.851
H -1.038 2.381 1.063
H -1.496 0.201 3.004
C -1.011 -2.246 -1.730
C -1.816 -1.769 -2.935
N -0.772 -1.078 -0.804
H -1.593 -2.976 -1.173
H -0.029 -2.572 -2.060
H -2.356 -2.583 -3.424
H -1.174 -1.301 -3.677
H -0.420 -0.316 -1.372
H -1.673 -0.858 -0.399
H -0.095 -1.451 -0.141
H -2.632 -1.144 -2.565
*
```

Summary:
Energy, eV: -11075.9986
F_max, eV/Å: 2.4

---

[6]
The following is a DFT calculation (wB97M-V/def2-TZVPD) of a single C9H16N2O molecule.

ORCA input file:
```
! wB97M-V def2-TZVPD RIJCOSX def2/J DEFGRID3
* xyz 0 1
C 1.598 0.196 1.023
C -0.086 1.861 0.215
C 0.765 1.936 -1.081
C 0.271 0.492 0.797
C 0.626 -0.492 -1.429
C 1.837 -1.243 -1.770
C -0.767 -1.053 -1.606
C -2.045 0.404 1.645
C -0.476 -1.413 2.137
N 2.730 -0.088 1.202
N -0.787 -0.236 1.297
O 0.775 0.838 -1.990
H 0.244 2.700 0.806
H -1.173 1.792 -0.074
H 0.419 2.712 -1.722
H 1.808 2.202 -0.929
H 2.748 -0.752 -1.480
H 1.734 -1.277 -2.828
H 1.765 -2.210 -1.340
H -1.428 -0.279 -1.108
H -0.864 -2.118 -1.413
H -1.008 -0.832 -2.622
H -2.801 -0.262 1.868
H -1.967 1.012 2.652
H -2.497 1.180 0.874
H -1.436 -1.958 2.152
H 0.246 -2.028 1.557
H -0.229 -1.082 3.163
*
```

Summary:
Energy, eV: -14615.5614
F_max, eV/Å: 4.3

---

[7]
The following is a DFT calculation (wB97M-V/def2-TZVPD) of 2 unconnected molecules or ions with the total composition C9H16N2O2.

ORCA input file:
```
! wB97M-V def2-TZVPD RIJCOSX def2/J DEFGRID3
* xyz 0 1
C -3.171 1.116 -0.314
C -3.684 0.072 -1.227
C -3.576 -1.202 -0.687
C -2.381 -0.443 1.296
C 2.027 -2.350 -0.794
C 2.541 -1.221 0.300
C 2.059 0.173 -0.269
C 2.130 1.299 0.759
C 1.966 2.747 -0.007
H -1.879 1.429 1.565
H -4.155 0.074 -2.327
H -3.772 -2.073 -1.407
H -2.600 -2.519 0.622
H 0.860 -1.943 -0.990
H 2.805 -2.203 -1.585
H 2.192 -3.358 -0.669
H 3.610 -1.017 0.594
H 2.119 -1.569 1.167
H 2.647 0.534 -1.153
H 1.002 -0.078 -0.764
H 3.049 1.011 1.513
H 1.241 1.209 1.466
H 0.833 3.113 -0.088
H 2.533 3.520 0.665
H 2.547 2.884 -1.053
N -2.483 0.730 0.826
N -2.984 -1.493 0.471
O -3.429 2.364 -0.329
O -2.048 -0.806 2.418
*
```

Summary:
Energy, eV: -16663.7617
Structure (SMILES): O=c1cc[nH]c(=O)[nH]1.CCCCC
F_max, eV/Å: 7.9

---

[8]
The following is a DFT calculation (wB97M-V/def2-TZVPD) of a molecular structure, C9H16N2O2.

ORCA input file:
```
! wB97M-V def2-TZVPD RIJCOSX def2/J DEFGRID3
* xyz 0 1
C 0.202 1.140 -1.818
C -0.849 1.999 -1.188
C -0.681 2.123 0.236
C 1.411 0.887 0.234
C -1.911 -0.225 2.601
C -0.917 -1.274 2.274
C -0.813 -1.537 0.653
C 0.353 -2.533 0.067
C -0.265 -2.833 -1.350
H 1.926 0.214 -1.625
H -1.870 2.162 -1.605
H -1.402 2.722 0.653
H 0.478 1.345 1.907
H -1.977 0.466 1.684
H -2.828 -0.941 3.086
H -1.526 0.579 3.500
H -1.297 -2.351 2.636
H 0.180 -1.213 2.857
H -1.932 -1.809 0.454
H -0.872 -0.582 0.055
H 0.534 -3.495 0.653
H 1.314 -2.235 0.079
H -1.280 -1.747 -1.654
H 0.810 -2.713 -2.157
H -0.943 -4.074 -0.990
N 1.322 0.983 -1.130
N 0.458 1.641 0.876
O -0.047 0.696 -2.976
O 2.429 0.407 0.725
*
```

Summary:
Energy, eV: -16660.5571
F_max, eV/Å: 7.1